ORCA calculation (wB97M-V/def2-TZVPD) on C31H41N6OPPdS as an isolated structure.

Summary:
* HOMO-LUMO gap (spin up / spin down): 4.90 / 5.62 eV
* multiplicity: 2
* largest force on an atom: 0.01935 Eh/bohr
* molecular weight: 683.17 g mol⁻¹
* total charge: -1
* energy relative to the best compared isomer or geometry (same formula, charge and spin): 107.4 kJ/mol
* HOMO energy (spin up / spin down): -2.38 / -3.10 eV
* LUMO (spin up / spin down): 2.5 / 2.5 eV
* E_tot: -67403.01614 eV

The geometry in XYZ format:
```
82
Properties=species:S:1:pos:R:3:forces:R:3:mulliken_spin:R:1
Pd 0.1793 0.0069 -0.8860 -0.54 0.31 -0.56 0.0166
O 2.7380 -0.8328 -0.5198 0.06 -0.06 0.02 -0.0007
N 2.6904 -2.0523 -0.0373 -0.01 -0.04 0.03 0.0013
C 2.6731 -3.0667 -0.9358 -0.04 -0.09 -0.02 -0.0009
C 2.5863 -4.3789 -0.5655 0.00 0.00 0.05 0.0021
C 2.5107 -4.6726 0.7981 -0.02 0.03 -0.06 -0.0016
C 2.5341 -3.6409 1.7003 0.02 -0.08 -0.01 -0.0001
C 2.6266 -2.2866 1.3129 -0.19 -0.01 0.06 -0.0008
S 2.5752 -1.0357 2.4856 0.25 0.05 0.03 0.0001
H 2.7044 -2.7296 -1.9605 -0.01 0.04 0.01 -0.0003
H 2.5415 -5.1466 -1.3239 -0.01 0.03 -0.01 0.0008
H 2.4113 -5.6966 1.1353 0.01 0.00 0.02 -0.0002
H 2.4597 -3.8289 2.7616 0.01 0.03 0.01 0.0000
C -2.8106 2.7769 -1.2714 -0.03 0.02 0.03 0.0147
C -2.4018 3.0753 0.1454 -0.01 0.08 -0.04 0.0106
C -2.3851 4.3843 0.6164 0.02 0.00 0.01 -0.0073
C -1.9712 4.6868 1.9055 0.01 -0.02 0.04 0.0147
C -1.5609 3.6526 2.7408 0.01 0.04 -0.05 -0.0072
C -1.5681 2.3330 2.3101 0.02 0.06 0.05 0.0565
C -1.1317 1.2176 3.2192 -0.04 -0.04 -0.02 -0.0004
C -2.0009 2.0259 1.0008 0.01 -0.06 -0.05 -0.1120
N -1.8803 0.7315 0.5510 0.00 -0.11 0.06 0.2523
C -2.8968 -0.0049 0.1307 -0.06 -0.07 -0.02 0.1761
C -4.3324 0.3915 0.4099 0.04 -0.03 -0.02 -0.0006
C -2.6566 -1.2406 -0.5274 -0.01 -0.02 0.04 0.2816
C -3.8460 -2.1169 -0.8573 0.03 0.02 0.00 0.0150
N -1.4194 -1.5856 -0.8952 0.10 0.07 -0.03 0.2565
C -1.1145 -2.8993 -1.2284 -0.05 0.05 -0.11 -0.1005
C -1.2649 -3.9367 -0.2900 0.05 -0.08 0.05 0.0326
C -1.6527 -3.6194 1.1289 -0.03 -0.03 0.00 0.0237
C -0.9983 -5.2474 -0.6702 0.04 -0.01 -0.02 -0.0137
C -0.5600 -5.5528 -1.9501 0.00 0.04 0.03 0.0217
C -0.3318 -4.5156 -2.8465 0.06 -0.02 0.08 -0.0113
C -0.5768 -3.1938 -2.4990 0.02 -0.04 -0.02 0.0496
C -0.2621 -2.0834 -3.4591 -0.10 -0.04 -0.03 0.0004
H -2.7202 3.6710 -1.8911 -0.01 0.00 0.00 -0.0003
H -3.8475 2.4318 -1.3289 0.02 0.01 0.00 0.0019
H -2.1784 1.9912 -1.6879 0.02 -0.01 -0.01 -0.0029
H -2.6865 5.1852 -0.0520 0.00 -0.01 -0.01 0.0007
H -1.9585 5.7127 2.2533 0.00 -0.01 0.00 0.0014
H -1.2312 3.8733 3.7516 0.00 -0.01 0.01 -0.0002
H -0.5071 1.5941 4.0315 -0.01 0.01 0.02 0.0003
H -0.5843 0.4506 2.6673 0.02 0.02 0.01 0.0027
H -1.9978 0.7187 3.6640 0.01 -0.02 -0.01 -0.0010
H -4.3690 1.3342 0.9542 -0.01 0.01 0.00 0.0083
H -4.8394 -0.3670 1.0132 -0.01 0.01 0.00 -0.0006
H -4.9145 0.5070 -0.5097 0.00 -0.01 0.01 0.0014
H -4.5643 -1.5750 -1.4797 -0.01 -0.01 0.00 0.0018
H -4.3869 -2.4447 0.0362 0.01 0.00 0.00 -0.0011
H -3.5315 -3.0044 -1.4039 -0.02 0.00 0.00 0.0079
H -1.2874 -2.6312 1.4131 0.02 -0.01 0.00 -0.0048
H -1.2265 -4.3603 1.8077 -0.02 -0.01 0.01 0.0002
H -2.7379 -3.6209 1.2698 0.01 0.03 0.00 -0.0002
H -1.1213 -6.0401 0.0615 0.00 0.01 0.01 0.0002
H -0.3637 -6.5800 -2.2334 0.00 0.00 -0.01 0.0029
H 0.0591 -4.7327 -3.8356 -0.01 0.00 -0.01 -0.0004
H 0.2816 -2.4692 -4.3237 -0.02 0.00 -0.02 0.0001
H 0.3454 -1.3126 -2.9697 0.02 0.05 0.03 0.0026
H -1.1656 -1.5800 -3.8109 0.01 0.02 0.04 -0.0015
C 2.6249 3.5512 1.4881 -0.01 0.01 -0.05 0.0002
N 2.7398 2.0786 1.2439 0.05 0.23 -0.13 -0.0003
C 3.9023 1.7914 0.3044 0.01 -0.02 0.03 -0.0025
N 3.7832 2.5379 -0.9071 0.01 0.03 -0.04 0.0002
C 3.6446 3.9505 -0.6043 -0.01 0.01 -0.01 0.0007
N 2.4962 4.2510 0.2440 0.03 -0.03 -0.01 0.0005
C 1.2326 3.9563 -0.4623 -0.40 0.08 -0.28 0.0054
P 0.9640 2.1472 -1.0240 0.90 -0.09 0.42 0.0002
C 1.4491 1.5603 0.6758 -0.06 -0.35 0.35 -0.0014
C 2.6880 2.0440 -1.7668 -0.04 0.02 0.01 -0.0001
H 3.5273 3.8778 2.0111 0.01 0.00 0.00 -0.0001
H 1.7450 3.7142 2.1119 0.00 0.00 0.01 0.0004
H 2.9055 1.5220 2.0929 -0.01 -0.07 -0.01 0.0000
H 3.8738 0.7150 0.1250 0.02 0.04 0.02 0.0002
H 4.8058 2.0877 0.8440 0.00 -0.01 0.01 0.0001
H 3.5414 4.5069 -1.5368 0.00 0.00 0.00 -0.0001
H 4.5512 4.2871 -0.0908 0.00 0.01 0.01 0.0000
H 1.1963 4.6079 -1.3417 -0.03 0.02 0.03 -0.0023
H 0.3935 4.2389 0.1802 0.01 -0.01 0.03 0.0002
H 1.6049 0.4793 0.6954 -0.14 0.01 0.07 -0.0060
H 0.6689 1.8102 1.3937 0.03 0.05 -0.04 0.0156
H 2.7081 2.6187 -2.6980 0.01 -0.03 -0.01 0.0000
H 2.8790 0.9969 -2.0043 0.00 0.02 0.01 0.0001
```
Positions in Å, forces in eV/Å.

---

ORCA calculation (wB97M-V/def2-TZVPD) on a 4-piece molecular cluster, C6H19NO3 overall at a distorted geometry.

Summary:
* HOMO-LUMO gap (spin up / spin down): 2.52 / 8.62 eV
* multiplicity: 2
* largest force on an atom: 0.04710 Eh/bohr
* molecular weight: 153.22 g mol⁻¹
* total charge: -1
* energy relative to the best compared isomer or geometry (same formula, charge and spin): 187.2 kJ/mol
* HOMO energy (spin up / spin down): 0.75 / -5.42 eV
* LUMO (spin up / spin down): 3.3 / 3.2 eV
* E_tot: -14160.30267 eV

The geometry in XYZ format:
```
29
Properties=species:S:1:pos:R:3:forces:R:3:mulliken_spin:R:1
C 0.2482 -0.3416 1.6712 0.23 0.47 1.06 1.7752
C 1.2353 -0.8026 0.5967 -1.12 -0.25 0.92 -0.3642
N -1.4127 -0.8138 -0.8666 -1.63 1.23 0.19 0.0284
C -0.2778 -0.1041 -1.3371 0.33 -0.67 0.46 0.5346
C 0.9205 -0.1071 -0.7362 1.38 -0.44 0.81 -0.2952
C 2.1985 0.3985 -1.3867 -0.62 -1.51 -0.72 -0.1786
C -0.5201 0.6421 -2.6050 1.48 1.34 -1.38 0.2425
H -0.7659 -0.3171 1.3463 -0.38 0.04 -0.22 -0.1374
H 0.4315 0.6847 2.0733 0.30 -0.79 -0.72 -0.1667
H 0.2108 -0.8993 2.6100 0.36 -0.48 -0.27 0.2212
H 2.2037 -0.6268 1.0604 0.44 0.67 -0.78 -0.0527
H 1.2909 -1.9085 0.5349 -0.62 0.20 -0.26 -0.1904
H -1.3561 -1.4060 -0.0529 0.82 0.13 0.23 -0.0442
H -2.1007 -0.1147 -0.5465 0.01 -0.32 -0.49 -0.2214
H 3.0484 0.1736 -0.7678 0.25 0.25 0.53 -0.0639
H 2.3269 -0.3498 -2.2165 0.22 1.36 -0.18 0.0607
H 2.1997 1.4528 -1.6302 0.05 0.01 -0.54 -0.0937
H -1.1112 0.2242 -3.4384 -0.27 -0.23 1.02 -0.0367
H -0.7945 1.6980 -2.4305 -0.55 -0.42 0.17 -0.1107
H 0.4568 0.8213 -3.1070 -0.28 -0.32 0.35 0.0496
H 0.5583 -2.6535 -1.7475 0.16 -0.04 -0.39 0.0082
H -0.6614 -2.7578 -0.9560 -0.33 -0.39 -0.58 0.0067
O -0.2749 -3.1379 -1.7588 0.45 -0.23 0.52 -0.0378
H -2.5643 0.0673 3.7995 0.07 -0.04 0.02 0.0994
H -2.1435 1.0661 2.7468 0.40 0.11 -0.02 0.0816
O -1.8996 0.1969 3.1113 -0.88 0.16 0.38 -0.3534
H 0.0459 2.3358 1.8913 0.62 0.71 0.15 0.0312
H -0.7143 3.7546 2.2009 0.73 -0.17 0.04 -0.2697
O -0.7785 2.8247 1.9412 -1.59 -0.36 -0.27 0.4774
```
Positions in Å, forces in eV/Å.

---

ORCA calculation (wB97M-V/def2-TZVPD) on C4H10NO as an isolated structure at a distorted geometry.

Summary:
* HOMO-LUMO gap: 12.04 eV
* largest force on an atom: 0.08690 Eh/bohr
* molecular weight: 88.13 g mol⁻¹
* total charge: +1
* energy relative to the best compared isomer or geometry (same formula, charge and spin): 187.4 kJ/mol
* HOMO energy: -15.30 eV
* LUMO: -3.3 eV
* E_tot: -7839.37440 eV

The geometry in XYZ format:
```
16
Properties=species:S:1:pos:R:3:forces:R:3:mulliken_charge:R:1
C 1.2968 -0.9780 -0.0513 0.84 -0.70 -0.21 -0.1790
C -0.6406 -0.5195 -0.3057 -1.67 1.01 -4.02 0.1863
C -1.9135 -0.5382 0.4794 0.21 -0.10 0.05 -1.2944
C 0.9274 1.5407 -0.3025 0.21 0.75 -0.44 -0.9098
N 0.5202 0.2583 0.2681 -0.04 0.04 0.59 0.0412
O 0.1188 -1.7004 -0.3155 -0.16 -0.12 0.25 -0.3547
H 1.9208 -0.8402 -0.9427 -0.13 0.19 0.14 0.2995
H 1.8808 -1.4021 0.7691 -0.10 0.24 -0.02 0.2904
H -0.8760 -0.1239 -1.5410 0.88 -0.89 3.70 0.2677
H -1.7584 -0.9861 1.4593 0.05 -0.01 0.11 0.3730
H -2.6452 -1.1418 -0.0517 -0.03 -0.02 -0.06 0.3594
H -2.3155 0.4673 0.5921 -0.01 0.07 -0.07 0.3785
H 0.9447 1.4730 -1.3887 -0.02 -0.11 0.06 0.3907
H 0.2252 2.3184 -0.0051 -0.03 -0.11 0.02 0.3436
H 1.9217 1.8062 0.0547 -0.05 -0.09 0.07 0.3798
H 0.3928 0.3664 1.2813 0.03 -0.14 -0.18 0.4278
```
Positions in Å, forces in eV/Å.